Computed, not measured: C30H20AsN4PdS2SbSe4 as an isolated structure at a distorted geometry, with wB97M-V/def2-TZVPD.

Element x y z (Å)
Pd  1.3729  -0.4359  -0.8019
S  -1.1870  -4.9639  5.1224
N  -0.1933  -3.6847  5.1044
C  0.0376  -3.3946  3.8362
C  0.8607  -2.3025  3.3528
C  1.5230  -1.4166  4.2060
C  2.2596  -0.3989  3.6563
C  2.2884  -0.2602  2.2659
N  1.6515  -1.0872  1.4549
C  0.9715  -2.1153  1.9730
C  0.3183  -3.0550  1.0279
N  0.5270  -2.8608  -0.2738
C  -0.0534  -3.6622  -1.1433
C  -0.8838  -4.7201  -0.7722
C  -1.0998  -4.9425  0.5684
C  -0.4878  -4.1023  1.4957
C  -0.6364  -4.2657  2.9288
N  -1.3613  -5.1933  3.5275
H  1.4519  -1.5568  5.2769
H  2.8203  0.2905  4.2711
H  2.8626  0.5173  1.7707
H  0.1508  -3.4477  -2.1877
H  -1.3400  -5.3452  -1.5282
H  -1.7320  -5.7486  0.9183
S  1.7195  -0.1390  -3.0212
C  0.9658  1.3978  -3.3891
C  0.9468  1.7297  -4.7590
C  0.3637  2.8853  -5.2272
C  -0.2166  3.7779  -4.3309
C  -0.1919  3.4802  -2.9808
C  0.3843  2.3055  -2.4821
As  0.4362  2.0288  -0.5270
C  -1.0133  3.3607  -0.1010
C  -2.3833  3.1216  -0.1662
C  -3.2974  4.1089  0.1786
C  -2.8564  5.3598  0.5912
C  -1.4938  5.6140  0.6610
C  -0.5860  4.6172  0.3244
C  -0.8036  0.4865  -0.3541
C  -1.3293  -0.2170  -1.4419
C  -2.2507  -1.2448  -1.2410
C  -2.6566  -1.5865  0.0361
C  -2.1533  -0.8828  1.1287
C  -1.2401  0.1355  0.9325
H  1.4173  1.0391  -5.4490
H  0.3645  3.0949  -6.2910
H  -0.6775  4.6953  -4.6767
H  -0.6358  4.1882  -2.2949
H  -2.7469  2.1559  -0.4996
H  -4.3600  3.9018  0.1187
H  -3.5704  6.1289  0.8613
H  -1.1365  6.5865  0.9793
H  0.4786  4.8182  0.3939
H  -1.0566  0.0716  -2.4479
H  -2.6428  -1.7817  -2.0972
H  -3.3615  -2.3956  0.1879
H  -2.4666  -1.1420  2.1343
H  -0.8473  0.6747  1.7893
Se  6.3842  -2.3277  -2.5750
Sb  5.9875  -1.0608  -0.5632
Se  3.6555  0.3419  -0.6583
Se  7.0044  1.1158  -0.3171
Se  5.7446  -2.2920  1.5242

Calculated values
- molar mass (g mol⁻¹) = 1119.59
- lowest unoccupied orbital energy (eV) = 2.93
- relative energy (zero: lowest compared OMol25 entry of this formula, charge and spin) (eV) = 0.000
- total charge = -2

---

Computed, not measured: C30H20Cl4N3O2PTi as an isolated structure at a distorted geometry, with wB97M-V/def2-TZVPD.

Element x y z (Å)
Ti  0.7433  0.5234  0.8432
N  -2.4294  0.2015  1.7956
P  -1.6837  -0.1080  0.2834
C  -1.9269  1.4837  -0.5851
C  -0.8210  2.3002  -0.8334
C  -0.9813  3.5895  -1.3156
C  -2.2556  4.0682  -1.5688
C  -3.3669  3.2626  -1.3404
C  -3.2038  1.9804  -0.8435
C  -2.7464  -1.2783  -0.5593
C  -2.9300  -1.1797  -1.9404
C  -3.6328  -2.1718  -2.6111
C  -4.1432  -3.2594  -1.9139
C  -3.9464  -3.3661  -0.5441
C  -3.2389  -2.3852  0.1315
C  -1.6915  0.9355  2.7071
C  -2.1559  1.1896  3.9979
C  -1.3736  1.9365  4.8416
C  -0.1638  2.4646  4.3857
C  0.2117  2.1987  3.1003
N  -0.5188  1.4184  2.2630
H  -3.2495  -0.2819  2.1254
H  0.1976  1.9666  -0.6790
H  -0.1147  4.2109  -1.4972
H  -2.3851  5.0747  -1.9464
H  -4.3606  3.6410  -1.5430
H  -4.0729  1.3618  -0.6499
H  -2.5456  -0.3268  -2.4862
H  -3.7870  -2.0915  -3.6795
H  -4.6958  -4.0275  -2.4395
H  -4.3319  -4.2201  -0.0029
H  -3.0673  -2.4923  1.1974
H  -3.1122  0.7932  4.3131
H  -1.7055  2.1263  5.8554
H  0.4638  3.0794  5.0145
H  1.1189  2.6189  2.6900
Cl  6.1878  -0.2174  4.5477
C  5.0469  0.3468  3.3894
C  5.3572  1.4272  2.5633
Cl  6.8864  2.2067  2.6865
C  4.4217  1.8865  1.6346
Cl  4.7301  3.2331  0.6077
C  3.1991  1.2533  1.5320
O  2.2002  1.6396  0.6886
C  2.8952  0.1626  2.3474
O  1.6677  -0.3808  2.1451
C  3.8064  -0.2844  3.2824
Cl  3.3571  -1.6106  4.2831
N  1.2125  -0.5768  -0.7691
C  1.4914  -1.2353  -1.6624
C  1.8778  -2.0859  -2.7611
C  3.0859  -2.7683  -2.6994
C  3.4585  -3.5678  -3.7659
C  2.6299  -3.6776  -4.8747
C  1.4208  -2.9943  -4.9256
C  1.0379  -2.1920  -3.8652
H  3.7226  -2.6672  -1.8299
H  4.3973  -4.1035  -3.7312
H  2.9306  -4.2985  -5.7093
H  0.7808  -3.0836  -5.7927
H  0.1011  -1.6487  -3.8872

Calculated values
- multiplicity = 2
- molar mass (g mol⁻¹) = 675.16
- lowest unoccupied orbital energy (alpha / beta) (eV) = -2.86 / -2.92
- total charge = +1

---

Computed, not measured: C30H21BrInN5 as an isolated structure at a distorted geometry, with wB97M-V/def2-TZVPD.

Element x y z (Å)
In  11.5316  11.0367  5.7967
C  15.8347  10.1994  5.3025
C  14.5238  10.6878  5.0736
N  13.5471  10.4482  5.9715
C  13.8361  9.8637  7.2224
C  15.1260  9.4850  7.5576
C  16.1350  9.6845  6.5454
C  15.4521  8.9381  8.8388
C  14.4245  8.7649  9.7492
C  13.0713  9.1742  9.4680
C  12.7499  9.6654  8.1676
N  11.5032  9.9703  7.7633
C  10.2997  9.9832  8.4600
C  9.9180  9.0900  9.4724
C  8.5774  9.0823  9.8975
C  7.5825  9.7724  9.1449
C  7.9477  10.5787  8.0629
C  6.7727  11.0397  7.2714
C  6.8638  11.3735  5.9721
C  8.1478  11.4850  5.1241
N  9.7797  11.6962  6.9126
C  9.3041  10.8032  7.8194
H  16.6272  10.2899  4.5199
H  14.1736  11.1711  4.1595
H  17.1427  9.3451  6.7452
H  16.4407  8.6764  9.0715
H  14.6224  8.4057  10.7804
H  12.2323  9.2378  10.1288
H  10.5756  8.4883  10.1079
H  8.2324  8.5220  10.7956
H  6.5361  9.5293  9.3366
H  5.7902  11.0732  7.7192
H  5.8972  11.5507  5.4322
H  7.8749  11.9294  4.1387
Br  11.0464  18.7518  4.8201
C  10.8571  16.9186  4.6223
C  11.9611  16.0830  4.6678
C  11.7077  14.6984  4.6352
C  10.4139  14.1405  4.7477
C  9.3027  15.0418  4.6363
C  9.4815  16.4156  4.5399
N  10.2490  12.8512  5.0381
C  9.1407  12.4457  5.8661
C  8.7101  10.1007  4.8750
C  7.7474  9.0877  4.5761
C  8.1437  7.7767  4.6249
C  9.5191  7.4660  4.7124
C  10.4209  8.4740  4.6444
N  10.0076  9.8021  4.7364
H  12.9225  16.4672  4.8921
H  12.5768  14.0302  4.5838
H  8.2577  14.6762  4.7895
H  8.6873  17.2005  4.4928
H  8.5295  13.2778  6.2349
H  6.6809  9.3269  4.4600
H  7.3402  7.0415  4.5825
H  9.9110  6.4623  4.6880
H  11.5121  8.3090  4.5554

Calculated values
- molar mass (g mol⁻¹) = 646.26
- lowest unoccupied orbital energy (alpha / beta) (eV) = -7.66 / -7.48
- relative energy (zero: lowest compared OMol25 entry of this formula, charge and spin) (eV) = 0.000
- total charge = +2

---

- Look up the molar mass of the third one.
  646.26 g mol⁻¹

---

Repeat the first record exactly.
Computed, not measured: C30H20AsN4PdS2SbSe4 as an isolated structure at a distorted geometry, with wB97M-V/def2-TZVPD.

Element x y z (Å)
Pd  1.3729  -0.4359  -0.8019
S  -1.1870  -4.9639  5.1224
N  -0.1933  -3.6847  5.1044
C  0.0376  -3.3946  3.8362
C  0.8607  -2.3025  3.3528
C  1.5230  -1.4166  4.2060
C  2.2596  -0.3989  3.6563
C  2.2884  -0.2602  2.2659
N  1.6515  -1.0872  1.4549
C  0.9715  -2.1153  1.9730
C  0.3183  -3.0550  1.0279
N  0.5270  -2.8608  -0.2738
C  -0.0534  -3.6622  -1.1433
C  -0.8838  -4.7201  -0.7722
C  -1.0998  -4.9425  0.5684
C  -0.4878  -4.1023  1.4957
C  -0.6364  -4.2657  2.9288
N  -1.3613  -5.1933  3.5275
H  1.4519  -1.5568  5.2769
H  2.8203  0.2905  4.2711
H  2.8626  0.5173  1.7707
H  0.1508  -3.4477  -2.1877
H  -1.3400  -5.3452  -1.5282
H  -1.7320  -5.7486  0.9183
S  1.7195  -0.1390  -3.0212
C  0.9658  1.3978  -3.3891
C  0.9468  1.7297  -4.7590
C  0.3637  2.8853  -5.2272
C  -0.2166  3.7779  -4.3309
C  -0.1919  3.4802  -2.9808
C  0.3843  2.3055  -2.4821
As  0.4362  2.0288  -0.5270
C  -1.0133  3.3607  -0.1010
C  -2.3833  3.1216  -0.1662
C  -3.2974  4.1089  0.1786
C  -2.8564  5.3598  0.5912
C  -1.4938  5.6140  0.6610
C  -0.5860  4.6172  0.3244
C  -0.8036  0.4865  -0.3541
C  -1.3293  -0.2170  -1.4419
C  -2.2507  -1.2448  -1.2410
C  -2.6566  -1.5865  0.0361
C  -2.1533  -0.8828  1.1287
C  -1.2401  0.1355  0.9325
H  1.4173  1.0391  -5.4490
H  0.3645  3.0949  -6.2910
H  -0.6775  4.6953  -4.6767
H  -0.6358  4.1882  -2.2949
H  -2.7469  2.1559  -0.4996
H  -4.3600  3.9018  0.1187
H  -3.5704  6.1289  0.8613
H  -1.1365  6.5865  0.9793
H  0.4786  4.8182  0.3939
H  -1.0566  0.0716  -2.4479
H  -2.6428  -1.7817  -2.0972
H  -3.3615  -2.3956  0.1879
H  -2.4666  -1.1420  2.1343
H  -0.8473  0.6747  1.7893
Se  6.3842  -2.3277  -2.5750
Sb  5.9875  -1.0608  -0.5632
Se  3.6555  0.3419  -0.6583
Se  7.0044  1.1158  -0.3171
Se  5.7446  -2.2920  1.5242

Calculated values
- molar mass (g mol⁻¹) = 1119.59
- lowest unoccupied orbital energy (eV) = 2.93
- relative energy (zero: lowest compared OMol25 entry of this formula, charge and spin) (eV) = 0.000
- total charge = -2